{"formula": "C35H71F3N3O38S5", "method": "ωB97M-V/def2-TZVPD", "e_homo_ev": -10.10, "gap_ev": 6.93, "max_force_ev_per_a": 6.11, "total_charge": 1, "mol_weight_da": 1359.26, "symbols": ["N", "H", "H", "H", "H", "N", "H", "H", "H", "H", "N", "H", "H", "H", "H", "C", "O", "H", "H", "H", "C", "O", "O", "C", "F", "F", "F", "C", "C", "H", "H", "H", "H", "H", "H", "C", "C", "C", "O", "C", "O", "O", "H", "H", "H", "H", "H", "H", "C", "C", "C", "O", "C", "O", "O", "H", "H", "H", "H", "H", "H", "C", "C", "C", "O", "C", "O", "O", "H", "H", "H", "H", "H", "H", "C", "C", "C", "O", "C", "O", "O", "H", "H", "H", "H", "H", "H", "C", "C", "C", "O", "C", "O", "O", "H", "H", "H", "H", "H", "H", "C", "C", "O", "S", "O", "O", "O", "H", "H", "H", "H", "C", "C", "O", "S", "O", "O", "O", "H", "H", "H", "H", "C", "C", "O", "S", "O", "O", "O", "H", "H", "H", "H", "C", "C", "O", "S", "O", "O", "O", "H", "H", "H", "H", "C", "C", "O", "S", "O", "O", "O", "H", "H", "H", "H"], "xyz": [[-18.5911, -1.8504, 23.6220], [-17.6269, -2.1330, 23.7247], [-19.1937, -2.4503, 24.1671], [-18.6383, -1.7189, 22.6217], [-18.7383, -0.9490, 24.0532], [-15.7115, -0.9697, 21.1081], [-15.2601, -1.7326, 20.6239], [-15.8478, -1.2678, 22.0634], [-16.6681, -0.9195, 20.7878], [-15.2563, -0.0728, 21.0165], [-19.0652, 0.9832, 20.1658], [-19.1138, 0.4170, 21.0007], [-19.4628, 0.4702, 19.3919], [-18.0702, 1.0584, 20.0100], [-19.5249, 1.8762, 20.2720], [-15.3846, -3.3441, 24.2219], [-15.7559, -2.0181, 23.8156], [-16.2569, -3.9710, 24.0371], [-14.6804, -3.8180, 23.5381], [-15.0782, -3.2678, 25.2652], [-18.5163, -2.9252, 20.0464], [-17.3775, -3.6626, 20.6479], [-18.4532, -1.6986, 20.7194], [-18.6409, -2.9568, 18.4887], [-19.5179, -1.9329, 18.1402], [-17.4483, -2.8825, 17.8849], [-19.1281, -4.0964, 18.0874], [-16.7957, -4.6877, 19.8492], [-16.2687, -5.4595, 21.0094], [-16.4073, -6.4917, 20.6879], [-15.1919, -5.3879, 21.1626], [-16.8135, -5.3072, 21.9410], [-16.0740, -4.3967, 19.0860], [-17.5087, -5.3114, 19.3100], [-19.4569, -3.3818, 20.3546], [-19.4151, 3.9999, 14.0091], [-18.7427, 3.6087, 15.2979], [-19.4603, 3.9803, 16.5900], [-19.3282, 2.9392, 17.4776], [-19.0009, 1.8624, 16.7270], [-19.1874, 0.6844, 17.1250], [-18.7627, 2.2017, 15.4643], [-18.9696, 4.8308, 13.4622], [-20.4837, 4.2034, 14.0788], [-19.2845, 3.2189, 13.2600], [-17.6584, 3.7119, 15.2566], [-20.5393, 4.1211, 16.5278], [-19.0131, 4.9279, 16.8902], [-22.6811, -4.4961, 20.2064], [-22.2434, -5.7862, 20.8764], [-22.5042, -6.9888, 19.8642], [-21.1560, -7.5153, 19.7000], [-20.2287, -6.7351, 20.3122], [-19.0086, -6.9060, 20.2109], [-20.7850, -5.7270, 20.9065], [-23.7646, -4.5739, 20.1173], [-22.3180, -4.1137, 19.2525], [-22.3573, -3.6919, 20.8672], [-22.6290, -6.1100, 21.8432], [-23.0202, -6.7522, 18.9337], [-23.0816, -7.7519, 20.3862], [-22.7009, -0.9053, 18.5883], [-22.5446, 0.5264, 19.2359], [-23.8192, 1.2596, 19.5626], [-23.6464, 1.4977, 20.9458], [-22.4420, 1.0427, 21.3644], [-21.9956, 1.3243, 22.4559], [-21.8374, 0.3289, 20.4162], [-22.4537, -1.6761, 19.3182], [-22.0499, -1.0617, 17.7281], [-23.7311, -1.0191, 18.2511], [-21.9800, 1.2215, 18.6144], [-24.7618, 0.7265, 19.4382], [-23.8733, 2.2279, 19.0650], [-18.5475, -7.1939, 24.0255], [-18.4938, -8.0956, 25.3034], [-17.3989, -7.6124, 26.1857], [-17.9906, -7.1122, 27.3439], [-19.2904, -7.4113, 27.3365], [-20.0656, -7.3142, 28.3468], [-19.6168, -7.8890, 26.1772], [-17.6504, -7.3665, 23.4310], [-18.7007, -6.1599, 24.3347], [-19.3521, -7.5220, 23.3674], [-18.3346, -9.1356, 25.0186], [-16.7087, -6.9499, 25.6634], [-16.6881, -8.3988, 26.4395], [-17.2677, -6.4091, 13.6942], [-16.4704, -5.2900, 14.3574], [-16.7492, -5.1280, 15.8243], [-15.4872, -4.8070, 16.3534], [-14.5334, -4.9127, 15.5325], [-13.3750, -4.6600, 15.7866], [-15.0836, -5.4647, 14.3842], [-17.0652, -6.4634, 12.6245], [-18.3501, -6.2989, 13.7591], [-17.0518, -7.3595, 14.1824], [-16.7359, -4.4052, 13.7788], [-17.1285, -6.0663, 16.2290], [-17.4202, -4.2831, 15.9789], [-11.8064, -3.7210, 22.3272], [-12.6405, -2.4886, 21.8777], [-13.3981, -2.8392, 20.7527], [-12.4908, -3.9096, 19.8716], [-11.6874, -3.0948, 18.9455], [-13.3352, -5.0192, 19.3882], [-11.5372, -4.4902, 21.1279], [-12.2905, -4.2370, 23.1564], [-10.8372, -3.2824, 22.5651], [-12.2214, -1.4960, 21.7132], [-13.4377, -2.2161, 22.5693], [-15.5369, -1.5843, 15.2204], [-14.9451, -1.3203, 13.7957], [-14.8678, 0.1384, 13.6192], [-15.0718, 1.0236, 15.0081], [-15.9088, 2.2153, 14.9762], [-13.7561, 1.1804, 15.5712], [-15.7340, -0.2313, 15.8401], [-14.8244, -1.9885, 15.9394], [-16.4415, -2.1917, 15.2503], [-15.4186, -1.7025, 12.8914], [-13.8725, -1.4963, 13.7153], [-22.5886, -8.8430, 15.2183], [-21.8427, -7.9845, 14.1730], [-20.4692, -7.8335, 14.6873], [-20.4101, -7.8142, 16.3209], [-20.1477, -6.4609, 16.8252], [-19.5183, -8.9200, 16.7626], [-22.0447, -8.2831, 16.4314], [-22.5311, -9.9300, 15.1606], [-23.6468, -8.6285, 15.0688], [-22.3163, -7.0031, 14.1469], [-21.8969, -8.4602, 13.1938], [-14.5452, -9.0053, 18.5705], [-13.7131, -7.7720, 18.2195], [-13.1416, -8.0953, 17.0197], [-13.9652, -9.3497, 16.2163], [-13.0761, -10.5439, 16.1183], [-14.7137, -8.9743, 14.9674], [-15.1533, -9.4345, 17.3687], [-15.1681, -8.5506, 19.3408], [-13.9844, -9.8110, 19.0444], [-12.8896, -7.4165, 18.8388], [-14.3212, -6.9025, 17.9699], [-19.4251, -1.8007, 14.4755], [-19.6604, -3.2514, 15.0012], [-19.2241, -4.0787, 13.9172], [-19.6351, -3.3678, 12.4593], [-21.0838, -3.4392, 12.1995], [-18.7064, -3.8757, 11.3543], [-19.2280, -1.8956, 13.0890], [-18.5727, -1.3127, 14.9481], [-20.2363, -1.1032, 14.6842], [-20.7009, -3.5466, 15.1363], [-19.1234, -3.7036, 15.8350]], "forces_ev_per_a": [[-0.728, 0.935, 1.316], [2.749, -0.106, 0.800], [-0.467, -0.709, -0.822], [-1.095, -0.800, -1.896], [0.483, 0.457, 0.219], [-0.188, 0.556, -0.709], [0.462, -0.258, -0.319], [0.611, -0.869, 2.482], [-1.380, -0.528, -0.800], [0.507, -0.077, 0.067], [0.493, 0.009, 0.373], [-0.666, -0.717, 0.282], [-0.175, -0.539, -0.643], [0.247, 0.433, -0.530], [0.003, 0.371, 0.056], [-1.295, 1.938, -1.092], [-0.471, -0.187, -0.887], [-0.332, -0.668, 0.761], [0.837, 0.036, 0.184], [0.219, -0.760, 0.009], [0.828, 1.196, 2.978], [-2.334, 2.254, -3.185], [-0.061, 0.486, -1.235], [0.729, 1.291, 2.236], [1.224, -1.118, -0.405], [-0.016, 1.459, -0.646], [-1.350, -0.957, -0.469], [-0.198, -0.542, 1.208], [1.647, -2.773, -0.547], [0.076, -0.510, 0.583], [-0.006, 0.437, 0.148], [0.014, 0.087, -0.336], [0.362, 0.541, 0.396], [-0.468, 0.243, 0.257], [-0.111, -0.718, 0.019], [-0.132, 0.091, -1.089], [0.032, -0.401, -0.061], [-0.223, 3.450, -1.108], [1.596, -1.742, 0.877], [-2.118, -3.509, -0.066], [1.245, 3.481, -0.618], [-0.508, -2.737, 0.779], [0.203, 0.362, 0.656], [0.023, -0.111, 0.284], [-0.060, -0.421, 0.275], [-0.054, 1.366, 0.250], [-0.021, 0.294, -0.805], [-0.106, -0.135, 0.850], [-0.810, 0.760, 1.731], [1.012, -0.953, -3.598], [1.103, -0.201, 1.966], [-0.377, 0.012, -0.293], [3.070, -1.579, -2.085], [-3.237, 0.187, 0.547], [-1.094, 1.169, 1.740], [-0.167, 0.554, 0.192], [0.569, -1.361, -0.331], [-0.655, 0.307, 0.341], [-0.006, 0.953, 0.089], [0.605, 0.218, -0.136], [0.000, -0.128, -0.208], [-0.167, 1.150, -0.225], [-0.017, -2.074, -3.255], [-0.560, 0.149, 0.622], [0.473, 0.102, 0.976], [-0.531, 1.651, 2.465], [-0.113, -0.922, -1.577], [0.574, 0.434, 1.275], [-0.150, 0.187, 0.107], [0.056, 0.190, 0.062], [0.030, -0.194, 0.009], [0.425, -0.374, -0.298], [0.185, -0.182, -0.212], [-0.108, -0.116, -0.115], [-0.871, -1.363, 0.666], [0.114, 1.413, -1.217], [2.751, -0.873, -0.277], [0.300, 0.879, 0.939], [-2.651, 0.367, 5.492], [3.369, -0.072, -4.628], [-1.731, -1.331, -2.190], [0.222, 0.345, 0.254], [0.230, 0.030, -0.222], [-0.238, 0.187, 0.092], [-0.659, -0.064, 0.245], [-0.514, 0.961, 0.273], [-0.301, -0.448, 0.480], [0.430, -0.619, 0.088], [-1.415, -0.140, -0.649], [-1.002, 0.086, -0.437], [-2.466, 1.302, 4.172], [2.832, -1.315, -2.342], [-1.716, -0.330, -1.100], [2.511, 0.140, -0.982], [0.297, -0.103, 0.086], [0.132, 0.501, 0.327], [0.284, -0.155, -0.174], [0.354, 0.487, 0.099], [0.013, 0.151, 0.438], [0.131, -0.428, 0.429], [0.859, 2.218, -0.907], [-1.504, 1.014, 1.659], [0.456, -2.257, -1.909], [0.284, -0.603, -1.926], [-1.655, -2.118, 2.208], [1.926, 2.875, 1.255], [-2.069, 0.959, -0.983], [0.146, -0.463, -0.487], [0.012, -0.507, 0.703], [1.315, -0.482, -0.311], [0.131, -0.481, 0.839], [1.014, 1.485, 0.339], [1.333, 1.452, 0.393], [-1.760, 1.959, 0.981], [1.634, -2.014, 0.524], [0.634, -2.496, -0.630], [-1.006, 0.311, -0.536], [-1.070, 0.405, -1.212], [0.185, -0.537, -0.599], [-0.225, 0.561, -0.093], [-0.505, -0.103, 0.509], [-0.175, -1.114, 0.407], [0.846, 1.199, -0.701], [-0.016, -0.731, 0.808], [-0.485, 0.055, 0.290], [0.858, -2.254, -0.264], [-1.233, -2.496, -1.012], [-2.665, 3.162, -1.123], [1.022, 0.521, 1.186], [0.824, 0.073, 0.101], [-0.077, 0.390, 0.783], [0.182, 0.036, -0.089], [0.775, 0.195, 0.024], [0.665, 1.324, 2.204], [-0.558, 0.392, -0.175], [0.817, -2.644, -4.420], [-0.393, -0.838, -2.605], [-2.413, 3.505, 0.893], [2.511, -0.485, 3.847], [1.223, 0.129, -0.534], [-1.254, -0.876, -0.364], [0.203, -0.011, -0.234], [-0.327, -0.542, 0.575], [-0.586, 0.079, 0.752], [-0.203, -0.021, 1.673], [-0.661, -0.806, -0.831], [-0.272, -0.064, -2.477], [0.789, -1.751, -1.668], [3.136, 0.339, 0.954], [-3.037, 2.349, 4.604], [0.035, -0.792, -2.163], [0.387, -0.258, -0.273], [-0.384, -0.395, -0.072], [-0.270, 0.695, 0.256], [0.054, 1.029, 0.095]], "mulliken_charge": [0.0216, 0.0828, 0.3692, -0.1536, 0.4283, -0.0224, 0.1668, 0.3697, -0.1164, 0.4170, -0.0481, 0.2553, -0.1997, 0.3564, 0.4022, 0.0612, -1.0657, -0.2533, -0.0451, 0.2243, -0.0173, 0.4705, 0.1641, -0.1493, -0.1681, 0.1569, 0.2131, 1.1118, -1.1166, 0.1691, 0.2110, -0.2452, -0.0187, -0.2983, -0.4172, -1.4986, 0.4947, -0.7260, -0.3327, 0.0920, 0.1113, -0.2040, 0.3928, 0.3560, 0.3571, 0.3552, 0.3595, 0.3585, -1.4315, 0.3945, -0.6889, -0.3070, 0.4472, -0.4799, -0.1123, 0.4802, 0.2905, 0.3204, 0.3928, 0.2827, 0.3951, -0.9577, 0.9847, -0.4796, -0.3446, 0.5010, -0.5835, -0.2345, 0.0762, 0.0626, 0.5507, -0.1783, 0.3188, 0.2940, -1.1149, 0.4623, -0.4412, -0.3331, 0.6772, -0.6092, -0.3822, 0.3542, 0.3269, 0.2090, 0.3397, 0.2215, 0.2844, -1.6368, 1.3501, 1.1010, 0.0837, 0.5017, -0.6423, -0.5219, 0.3696, 0.1632, 0.4322, -0.1170, 0.3295, -1.7954, -0.2891, -0.3851, -0.1788, 0.8858, -0.5934, -0.1730, -0.3694, 0.2883, 0.3376, 0.2989, 0.1616, 0.9841, -0.1148, -0.4468, 0.9626, -0.4746, -0.5813, -0.2404, 0.0178, -0.7787, 0.2885, 0.2776, -0.3817, -0.4272, -0.2620, 1.1915, -0.4307, -0.6333, -0.3758, 0.3025, 0.3180, 0.2622, 0.3854, -0.1826, 0.4914, -0.3412, 1.0757, -0.5644, -0.4924, -0.2866, 0.1948, 0.3307, 0.2346, -0.3699, 0.2949, 0.9969, -0.1436, 1.0812, -0.5712, -0.5324, -0.3895, -0.1003, 0.2085, 0.2435, -1.0413]}